No. 1
The following is a DFT calculation (wB97M-V/def2-TZVPD) of 2 unconnected molecules or ions with the total composition C2H3ClIN in a non-equilibrium geometry.

Element x y z (Å)
C (-2.3609, -1.0803, 0.1989)
C (-0.6182, 0.4609, -0.6707)
N (-1.4843, -0.3828, -0.2598)
Cl (-2.4076, -2.7214, -0.0442)
I (3.2564, -0.8864, 0.0322)
H (-0.5486, 0.9011, -1.6314)
H (0.1585, 0.7214, 0.0315)
H (4.4906, 0.0637, 0.3498)

Results
LUMO energy (spin up / spin down) ... 0.3 / 0.3 eV
Energy ... -890.53944 hartree
Kohn-Sham gap (spin up / spin down) ... 8.68 / 8.69 eV
Spin multiplicity ... 1
Energy above the lowest of the compared OMol25 structures with the same formula, charge and spin ... 49.00 kcal/mol

Atomic partial charges in e from the Löwdin method, atoms 1 to 4:
1 C -0.629
2 C -0.003
3 N -0.131
4 Cl 0.622


No. 2
The following is a DFT calculation (wB97M-V/def2-TZVPD) of 2 unconnected molecules or ions with the total composition C8H14N3O2 in a non-equilibrium geometry.

Element x y z (Å)
C (-3.1324, -0.7022, -0.1099)
C (-4.5344, -0.1621, -0.3273)
C (2.9397, -0.4885, -0.8614)
C (2.7008, 0.9662, -0.2450)
C (1.5965, -1.3482, -1.1451)
C (1.6329, 1.1981, 0.8342)
C (0.6104, -1.0450, -0.0796)
C (0.2520, 0.3614, 0.3091)
N (-3.3366, 1.0296, 1.1003)
N (-2.5050, 0.1153, 0.6488)
N (-0.5208, 0.5881, 1.3614)
O (-5.3941, -0.5239, -1.0572)
O (-4.5857, 0.9108, 0.5020)
H (-2.6608, -1.5823, -0.6031)
H (3.5325, -0.4062, -1.8460)
H (3.5103, -1.0338, -0.1057)
H (3.6909, 1.1648, 0.3448)
H (2.6687, 1.6745, -1.0940)
H (1.1452, -1.0207, -2.0925)
H (2.0026, -2.3913, -1.2804)
H (1.9991, 0.8595, 1.7017)
H (1.2718, 2.2018, 1.0865)
H (-0.3593, -1.5652, -0.3873)
H (0.9477, -1.5878, 0.7684)
H (0.1226, 1.1300, -0.5387)
H (-2.7732, 1.9407, 1.2031)
H (-0.8214, -0.2837, 1.9129)

Results
LUMO energy (spin up / spin down) ... -6.5 / -6.5 eV
Energy ... -627.48486 hartree
Kohn-Sham gap (spin up / spin down) ... 7.05 / 7.05 eV
Spin multiplicity ... 1
Energy above the lowest of the compared OMol25 structures with the same formula, charge and spin ... 168.45 kcal/mol
Charge ... +1

Atomic partial charges in e from the Löwdin method, atoms 1 to 4:
1 C 0.043
2 C -0.434
3 C -0.143
4 C -0.162


No. 3
The following is a DFT calculation (wB97M-V/def2-TZVPD) of a molecular structure, C5H10O in a non-equilibrium geometry.

Element x y z (Å)
C (-2.6348, 0.0475, 0.2562)
O (-1.3477, 0.0675, -0.3188)
C (-0.4464, -0.8814, 0.2257)
C (0.9519, -0.8624, -0.3134)
C (2.3900, 0.2945, 0.2210)
C (1.7614, 1.2816, -0.5260)
H (-2.5923, 0.1435, 1.3532)
H (-3.1817, 0.9067, -0.1454)
H (-3.1975, -0.8671, 0.0107)
H (-0.5884, -0.9512, 1.3163)
H (-0.6381, -1.9165, -0.1680)
H (0.8267, -0.8594, -1.4019)
H (3.3128, -0.1436, -0.1607)
H (2.3430, 0.3531, 1.3068)
H (1.0641, 1.9808, -0.0809)
H (2.0629, 1.4775, -1.5537)

Results
LUMO energy (spin up / spin down) ... 0.8 / 0.8 eV
Energy ... -271.57015 hartree
Kohn-Sham gap (spin up / spin down) ... 8.78 / 8.79 eV
Spin multiplicity ... 1
Energy above the lowest of the compared OMol25 structures with the same formula, charge and spin ... 114.50 kcal/mol

Atomic partial charges in e from the Löwdin method, atoms 1 to 4:
1 C -0.127
2 O -0.204
3 C -0.332
4 C 0.037


No. 4
The following is a DFT calculation (wB97M-V/def2-TZVPD) of a molecular structure, C33H41BN7O4Tb in a non-equilibrium geometry.

Element x y z (Å)
Tb (0.3266, -0.2645, 0.0703)
C (3.3086, 1.0529, -0.2205)
N (2.1496, 1.8299, 0.2551)
C (1.9414, 2.9381, -0.6860)
C (0.5633, 3.6030, -0.6418)
C (-0.5727, 2.7829, -1.2754)
N (-1.0773, 1.7221, -0.4229)
C (-2.2777, 1.8675, 0.0271)
C (-3.0763, 0.9298, 0.7496)
C (-4.3456, 1.3681, 1.1801)
C (-5.2646, 0.5228, 1.7396)
C (-4.9555, -0.8358, 1.8754)
C (-3.7342, -1.3018, 1.4846)
C (-2.7357, -0.4594, 0.9140)
O (-1.6301, -0.9720, 0.5377)
C (2.5164, 2.3013, 1.6027)
C (1.4578, 2.9523, 2.5021)
C (0.1216, 2.1943, 2.6287)
N (0.2712, 0.7838, 2.3693)
C (-0.0969, -0.0335, 3.2897)
C (0.0197, -1.4587, 3.2320)
C (-0.6504, -2.2254, 4.1984)
C (-0.6141, -3.5968, 4.1868)
C (0.1186, -4.2517, 3.1930)
C (0.8147, -3.5390, 2.2523)
C (0.8098, -2.1174, 2.2268)
O (1.5304, -1.4736, 1.3778)
H (4.2254, 1.6613, -0.1963)
H (3.1412, 0.7125, -1.2413)
H (3.4463, 0.1766, 0.4141)
H (2.0850, 2.5461, -1.6979)
H (2.7057, 3.7184, -0.5207)
H (0.6446, 4.5345, -1.2095)
H (0.2920, 3.8581, 0.3801)
H (-0.1997, 2.3186, -2.1950)
H (-1.3864, 3.4828, -1.5411)
H (-2.8138, 2.8039, -0.1978)
H (-4.6001, 2.4112, 1.0460)
H (-6.2290, 0.8907, 2.0510)
H (-5.6926, -1.5143, 2.2826)
H (-3.4823, -2.3478, 1.5735)
H (3.3495, 3.0243, 1.5186)
H (2.8861, 1.4222, 2.1348)
H (1.2587, 3.9803, 2.1947)
H (1.9210, 3.0056, 3.4907)
H (-0.5948, 2.5925, 1.9029)
H (-0.2932, 2.3773, 3.6356)
H (-0.5400, 0.3631, 4.2170)
H (-1.2249, -1.7089, 4.9573)
H (-1.1493, -4.1682, 4.9298)
H (0.1376, -5.3324, 3.1720)
H (1.3935, -4.0387, 1.4884)
O (0.7992, -2.2854, -2.7835)
B (1.1595, -1.1313, -2.0519)
O (2.0255, -0.3908, -2.9276)
C (2.1384, -1.0691, -4.0920)
C (2.8383, -0.7409, -5.2336)
C (2.7255, -1.6080, -6.3099)
C (1.9440, -2.7517, -6.2380)
C (1.2474, -3.0906, -5.0864)
C (1.3674, -2.2349, -4.0097)
H (3.4413, 0.1516, -5.2771)
H (3.2425, -1.3823, -7.2301)
H (1.8649, -3.3966, -7.0978)
H (0.6432, -3.9833, -5.0343)
C (-1.5136, 0.0109, -4.0173)
N (-2.1122, -0.3269, -2.7260)
C (-2.4216, -1.7623, -2.7303)
N (-3.3114, -2.1287, -3.8271)
C (-2.6749, -1.7498, -5.0812)
N (-2.3864, -0.3194, -5.1383)
C (-3.6422, 0.4008, -4.9711)
N (-4.2985, 0.0738, -3.7110)
C (-3.3827, 0.3896, -2.6209)
C (-4.5444, -1.3659, -3.6919)
H (-0.5811, -0.5397, -4.1398)
H (-1.2998, 1.0847, -4.0417)
H (-2.9063, -2.0100, -1.7833)
H (-1.4945, -2.3300, -2.8175)
H (-3.3446, -2.0049, -5.9074)
H (-1.7371, -2.3000, -5.1880)
H (-4.3124, 0.1347, -5.7931)
H (-3.4401, 1.4754, -4.9973)
H (-3.8623, 0.1130, -1.6788)
H (-3.1893, 1.4678, -2.6256)
H (-5.2151, -1.6183, -4.5187)
H (-5.0241, -1.6263, -2.7445)

Results
LUMO energy (spin up / spin down) ... 0.2 / 0.2 eV
Energy ... -2815.71994 hartree
Kohn-Sham gap (spin up / spin down) ... 7.85 / 7.92 eV
Spin multiplicity ... 7

Atomic partial charges in e from the Löwdin method, atoms 1 to 4:
1 Tb 1.570
2 C -0.094
3 N -0.255
4 C -0.188


No. 5
The following is a DFT calculation (wB97M-V/def2-TZVPD) of a molecular structure, C4H4EuO5 in a non-equilibrium geometry.

Element x y z (Å)
O (-2.0581, 2.1957, -3.7299)
C (-3.1164, 2.3924, -4.0870)
Eu (0.2877, 1.5499, -2.9318)
O (0.0981, -0.5833, -1.7769)
O (1.8127, -1.6910, 0.7526)
C (1.3450, -0.9929, 1.8245)
C (-0.1449, -0.6591, 1.7005)
O (-0.5622, -0.8240, 0.3285)
C (0.0260, -0.0923, -0.5942)
H (1.4764, -1.5276, 2.7989)
H (1.8303, 0.0140, 1.9238)
H (-0.3319, 0.3852, 1.9813)
H (-0.7667, -1.3503, 2.2853)
O (0.1041, 1.1834, -0.4757)

Results
LUMO energy (spin up / spin down) ... -2.3 / -2.2 eV
Energy ... -1241.21683 hartree
Kohn-Sham gap (spin up / spin down) ... 2.77 / 2.85 eV
Spin multiplicity ... 8
Energy above the lowest of the compared OMol25 structures with the same formula, charge and spin ... 55.37 kcal/mol

Atomic partial charges in e from the Löwdin method, atoms 1 to 4:
1 O -0.101
2 C 0.109
3 Eu 1.705
4 O -0.187


No. 6
The following is a DFT calculation (wB97M-V/def2-TZVPD) of a molecular structure, C56H82As2BInN4P2 in a non-equilibrium geometry.

Element x y z (Å)
In (-0.1324, -0.2605, -0.5968)
C (-2.1850, 2.7155, -4.8335)
C (-1.4894, 1.5007, -4.2156)
C (-2.5736, 0.5303, -3.7154)
C (-0.6257, 0.7632, -5.2471)
P (-0.3726, 1.8446, -2.7322)
C (-1.5795, 2.6717, -1.5631)
N (-1.0769, 2.6848, -0.1946)
B (-0.3792, 1.7195, 0.5580)
N (0.0239, 2.2413, 1.7991)
C (0.9294, 1.8085, 2.8544)
P (2.1848, 0.5234, 2.3180)
C (3.5167, 1.5385, 1.4017)
C (4.5200, 2.3279, 2.2401)
C (2.8243, 2.5344, 0.4737)
C (4.2388, 0.5035, 0.5249)
C (2.8832, 0.0563, 4.0198)
C (1.8355, -0.8527, 4.6729)
C (3.1786, 1.2019, 4.9893)
C (4.1355, -0.7993, 3.7886)
C (-0.5237, 3.5379, 1.8467)
C (-0.4698, 4.4906, 2.8536)
C (-1.0893, 5.7114, 2.6306)
C (-1.7500, 5.9788, 1.4352)
C (-1.8100, 5.0302, 0.4254)
C (-1.1876, 3.8103, 0.6382)
C (0.9244, 3.1868, -3.1216)
C (2.2395, 2.3971, -3.2387)
C (0.7067, 3.9823, -4.4068)
C (1.0213, 4.1891, -1.9688)
H (-2.9976, 2.3677, -5.4755)
H (-1.5174, 3.3052, -5.4531)
H (-2.6221, 3.3590, -4.0683)
H (-2.9387, -0.0701, -4.5516)
H (-3.4286, 1.0712, -3.3099)
H (-2.1900, -0.1528, -2.9526)
H (-1.2449, 0.4299, -6.0828)
H (-0.1550, -0.1117, -4.7904)
H (0.1603, 1.3982, -5.6552)
H (-2.5105, 2.1050, -1.6093)
H (-1.7871, 3.6942, -1.8727)
H (0.3612, 1.3684, 3.6794)
H (1.4493, 2.6885, 3.2377)
H (4.0184, 3.0786, 2.8520)
H (5.1980, 2.8611, 1.5685)
H (5.1317, 1.6941, 2.8771)
H (2.3495, 3.3463, 1.0269)
H (2.0719, 2.0315, -0.1380)
H (3.5640, 2.9823, -0.1948)
H (4.7234, -0.2676, 1.1250)
H (5.0016, 0.9832, -0.0934)
H (3.5192, 0.0074, -0.1369)
H (0.9378, -0.3049, 4.9618)
H (2.2541, -1.2881, 5.5832)
H (1.5602, -1.6702, 4.0065)
H (2.2798, 1.7700, 5.2343)
H (3.9395, 1.8846, 4.6249)
H (3.5510, 0.7693, 5.9212)
H (3.9110, -1.6439, 3.1306)
H (4.4823, -1.2004, 4.7434)
H (4.9565, -0.2290, 3.3579)
H (0.0198, 4.3067, 3.8004)
H (-1.0654, 6.4677, 3.4031)
H (-2.2315, 6.9364, 1.2928)
H (-2.3419, 5.2539, -0.4901)
H (2.1935, 1.6791, -4.0616)
H (2.4495, 1.8506, -2.3165)
H (3.0753, 3.0738, -3.4288)
H (0.6527, 3.3518, -5.2918)
H (1.5610, 4.6501, -4.5402)
H (-0.1832, 4.6068, -4.3441)
H (1.1044, 3.7114, -0.9968)
H (0.1634, 4.8619, -1.9513)
H (1.9117, 4.8050, -2.1138)
C (-0.8726, -3.6310, 0.1490)
C (-2.3557, -3.2698, 0.1226)
As (-2.7290, -1.6618, -0.9681)
C (-4.6513, -1.9887, -1.2141)
C (-5.4265, -2.2767, -0.0960)
C (-6.7633, -2.6087, -0.2424)
C (-7.3340, -2.6489, -1.5082)
C (-6.5713, -2.3337, -2.6213)
C (-5.2315, -2.0005, -2.4761)
C (-2.9685, -0.1979, 0.3116)
C (-3.4740, 0.9977, -0.2027)
C (-3.6822, 2.0884, 0.6251)
C (-3.3988, 1.9991, 1.9831)
C (-2.9247, 0.8069, 2.5067)
C (-2.7032, -0.2800, 1.6706)
As (0.0849, -2.4697, 1.4200)
C (1.7214, -3.5097, 1.5683)
C (2.0102, -4.3220, 2.6585)
C (3.1406, -5.1277, 2.6488)
C (3.9994, -5.1122, 1.5601)
C (3.7303, -4.2829, 0.4803)
C (2.5978, -3.4845, 0.4871)
C (-0.9049, -2.9601, 3.0338)
C (-1.3739, -1.9654, 3.8878)
C (-2.1543, -2.2884, 4.9862)
C (-2.4570, -3.6160, 5.2511)
C (-1.9800, -4.6143, 4.4132)
C (-1.2157, -4.2896, 3.3028)
H (-0.4143, -3.4754, -0.8333)
H (-0.7170, -4.6781, 0.4139)
H (-2.7468, -3.1419, 1.1334)
H (-2.9359, -4.0688, -0.3424)
H (-4.9986, -2.2323, 0.8992)
H (-7.3588, -2.8386, 0.6310)
H (-8.3735, -2.9226, -1.6276)
H (-7.0208, -2.3527, -3.6052)
H (-4.6409, -1.7349, -3.3454)
H (-3.7462, 1.0451, -1.2526)
H (-4.0731, 3.0114, 0.2157)
H (-3.5596, 2.8496, 2.6323)
H (-2.7395, 0.7082, 3.5696)
H (-2.3671, -1.2166, 2.0880)
H (1.3632, -4.3261, 3.5252)
H (3.3455, -5.7711, 3.4940)
H (4.8893, -5.7271, 1.5591)
H (4.4063, -4.2631, -0.3655)
H (2.3848, -2.8292, -0.3514)
H (-1.1151, -0.9318, 3.6873)
H (-2.5256, -1.5071, 5.6367)
H (-3.0509, -3.8778, 6.1163)
H (-2.2041, -5.6517, 4.6227)
H (-0.8576, -5.0804, 2.6547)
C (-1.9112, -3.9638, -3.5668)
C (-0.8493, -2.8914, -3.7785)
N (0.5214, -3.3560, -3.5351)
C (0.9191, -4.5667, -4.2625)
C (1.2182, -4.3220, -5.7403)
C (1.4143, -2.5837, -2.9175)
C (2.8709, -2.9483, -3.0374)
N (1.0873, -1.5188, -2.2161)
H (-2.8822, -3.4855, -3.4466)
H (-1.7100, -4.5531, -2.6694)
H (-1.9846, -4.6374, -4.4194)
H (-1.0308, -2.0522, -3.1157)
H (-0.9006, -2.5324, -4.8109)
H (0.0989, -5.2758, -4.1832)
H (1.7756, -5.0188, -3.7679)
H (0.3778, -3.8368, -6.2371)
H (1.3886, -5.2752, -6.2385)
H (2.1017, -3.6996, -5.8783)
H (3.1221, -3.3011, -4.0333)
H (3.1282, -3.7322, -2.3224)
H (3.4874, -2.0792, -2.8157)
H (1.9430, -1.0579, -1.9215)

Results
LUMO energy ... -5.7 eV
Energy ... -7770.91376 hartree
Kohn-Sham gap ... 6.70 eV
Spin multiplicity ... 1
Charge ... +2

Atomic partial charges in e from the Löwdin method, atoms 1 to 4:
1 In 0.717
2 C -0.068
3 C -0.677
4 C -0.130